This record from the Open Molecules 2025 dataset describes a 2-piece molecular cluster, CH2F2O2PS overall. The level of theory is ωB97M-V with the def2-TZVPD basis set.

## Properties
E   -30721.8009 eV
Orbital gap   7.965 eV
Charge   -1

Structure (XYZ):
```
9
CH2F2O2PS | the Open Molecules 2025 dataset | ωB97M-V with the def2-TZVPD basis set
C 0.587 0.035 -0.042
O -1.413 0.079 1.450
O 0.725 0.873 2.349
F 1.347 -1.755 -0.764
F 1.689 0.758 -0.201
P -0.771 0.649 -1.171
S -0.014 -0.254 1.738
H -1.646 -0.431 -0.897
H -0.503 0.045 -2.462
```